{"formula": "C28H79N7O8", "method": "wB97M-V/def2-TZVPD", "species": ["C", "C", "C", "O", "C", "N", "H", "H", "H", "H", "H", "H", "H", "H", "H", "H", "H", "C", "C", "C", "O", "C", "N", "H", "H", "H", "H", "H", "H", "H", "H", "H", "H", "H", "C", "C", "C", "O", "C", "N", "H", "H", "H", "H", "H", "H", "H", "H", "H", "H", "H", "C", "C", "C", "O", "C", "N", "H", "H", "H", "H", "H", "H", "H", "H", "H", "H", "H", "C", "C", "C", "O", "C", "N", "H", "H", "H", "H", "H", "H", "H", "H", "H", "H", "H", "C", "C", "C", "O", "C", "N", "H", "H", "H", "H", "H", "H", "H", "H", "H", "H", "H", "C", "C", "C", "O", "C", "N", "H", "H", "H", "H", "H", "H", "H", "H", "H", "H", "H", "O", "H", "H"], "coordinates": [[-0.747, 6.374, 2.777], [-1.348, 5.252, 3.645], [-0.355, 4.163, 3.946], [0.143, 3.648, 2.694], [0.976, 2.516, 2.933], [-1.679, 5.882, 4.962], [-0.278, 5.981, 1.868], [-0.007, 6.962, 3.313], [-1.577, 6.942, 2.347], [-2.206, 4.855, 3.105], [-0.784, 3.353, 4.548], [0.529, 4.438, 4.536], [1.912, 2.835, 3.411], [1.334, 2.294, 1.923], [0.377, 1.778, 3.466], [-0.819, 6.097, 5.449], [-2.106, 6.763, 4.697], [-0.429, 0.845, -7.156], [-0.687, 0.219, -5.769], [-1.223, -1.204, -5.839], [-1.294, -1.690, -4.495], [-1.640, -3.068, -4.401], [0.622, 0.244, -5.101], [-0.233, 0.128, -7.955], [0.314, 1.637, -7.189], [-1.354, 1.357, -7.444], [-1.463, 0.824, -5.300], [-0.454, -1.832, -6.310], [-2.210, -1.325, -6.294], [-0.768, -3.653, -4.692], [-2.597, -3.239, -4.901], [-1.869, -3.225, -3.346], [0.611, 0.028, -4.115], [1.348, -0.236, -5.607], [-4.331, -2.645, 7.269], [-4.246, -1.274, 6.613], [-3.872, -1.387, 5.125], [-2.548, -1.881, 5.005], [-1.491, -0.980, 5.172], [-5.660, -0.722, 6.588], [-4.747, -2.756, 8.267], [-3.320, -3.068, 7.270], [-4.874, -3.354, 6.635], [-3.754, -0.569, 7.278], [-3.925, -0.435, 4.576], [-4.435, -2.082, 4.498], [-1.249, -0.634, 4.156], [-0.496, -1.295, 5.497], [-1.688, -0.099, 5.791], [-6.270, -1.174, 5.917], [-5.526, 0.235, 6.274], [-4.517, 0.705, 1.539], [-4.994, 1.394, 0.283], [-4.115, 0.913, -0.884], [-4.509, 1.429, -2.137], [-3.849, 0.899, -3.260], [-6.426, 1.222, 0.022], [-4.597, -0.387, 1.631], [-5.104, 1.057, 2.394], [-3.453, 0.828, 1.772], [-4.629, 2.427, 0.325], [-4.096, -0.189, -0.900], [-3.063, 1.174, -0.709], [-3.184, 1.676, -3.644], [-4.571, 0.578, -4.012], [-3.240, 0.006, -3.077], [-6.569, 0.259, -0.263], [-6.804, 1.357, 0.956], [-0.375, -1.656, -0.808], [0.498, -0.759, 0.103], [0.986, 0.444, -0.668], [-0.090, 1.191, -1.194], [0.275, 2.446, -1.695], [-0.165, -0.469, 1.403], [-1.340, -1.175, -0.988], [-0.581, -2.645, -0.406], [0.165, -1.681, -1.755], [1.371, -1.383, 0.330], [1.550, 0.044, -1.520], [1.594, 1.121, -0.056], [-0.571, 3.007, -2.082], [1.085, 2.377, -2.431], [0.698, 3.056, -0.882], [-1.149, -0.481, 1.149], [0.112, 0.488, 1.595], [9.094, 1.432, -4.392], [8.029, 0.887, -3.398], [6.818, 0.426, -4.189], [5.780, 0.075, -3.237], [4.735, 1.029, -3.202], [8.753, -0.202, -2.713], [9.376, 0.629, -5.072], [9.901, 1.893, -3.834], [8.609, 2.180, -5.030], [7.758, 1.675, -2.697], [6.932, -0.465, -4.805], [6.465, 1.283, -4.769], [5.075, 1.977, -2.781], [3.888, 0.581, -2.680], [4.320, 1.130, -4.213], [8.083, -0.605, -2.052], [8.884, -0.969, -3.369], [1.036, -6.683, 0.698], [2.001, -5.612, 1.147], [1.399, -4.403, 1.876], [2.433, -3.523, 2.214], [2.111, -2.588, 3.224], [3.053, -6.161, 2.006], [0.182, -6.327, 0.121], [0.568, -7.044, 1.624], [1.447, -7.587, 0.254], [2.533, -5.151, 0.302], [0.850, -4.643, 2.795], [0.760, -3.924, 1.118], [2.815, -1.758, 3.187], [2.084, -3.141, 4.166], [1.151, -2.120, 2.972], [3.745, -5.486, 2.308], [3.643, -6.848, 1.548], [0.913, 3.140, -5.109], [0.674, 2.188, -5.011], [0.153, 3.622, -4.766]], "orbital_gap_ev": 9.364, "total_charge": 0, "smiles": "COC[C@H](C)N.COC[C@H](C)N.COC[C@H](C)N.COC[C@H](C)N.COC[C@H](C)N.COC[C@H](C)N.COC[C@H](C)N.O", "homo_energy_ev": -8.90, "de_lowest_kcal_mol": 62.9}

***

{"formula": "C28H80B3Cl2F12N6O8", "method": "wB97M-V/def2-TZVPD", "species": ["C", "O", "C", "C", "N", "H", "H", "C", "C", "O", "C", "H", "H", "H", "H", "H", "H", "H", "H", "H", "H", "H", "H", "H", "H", "C", "O", "C", "C", "N", "H", "H", "C", "C", "O", "C", "H", "H", "H", "H", "H", "H", "H", "H", "H", "H", "H", "H", "H", "H", "C", "C", "C", "O", "C", "N", "H", "H", "H", "H", "H", "H", "H", "H", "H", "H", "H", "H", "C", "C", "C", "O", "C", "N", "H", "H", "H", "H", "H", "H", "H", "H", "H", "H", "H", "H", "C", "C", "C", "O", "C", "N", "H", "H", "H", "H", "H", "H", "H", "H", "H", "H", "H", "H", "C", "C", "C", "O", "C", "N", "H", "H", "H", "H", "H", "H", "H", "H", "H", "H", "H", "H", "B", "F", "F", "F", "F", "B", "F", "F", "F", "F", "B", "F", "F", "F", "F", "Cl", "Cl"], "coordinates": [[-24.142, 7.225, 18.113], [-24.401, 6.994, 16.734], [-24.099, 8.210, 16.007], [-24.770, 8.136, 14.603], [-24.514, 6.810, 13.972], [-23.521, 6.584, 14.070], [-25.034, 6.148, 14.502], [-24.902, 6.663, 12.530], [-26.312, 6.929, 12.190], [-26.537, 8.322, 12.257], [-27.828, 8.837, 11.905], [-24.522, 8.141, 18.568], [-23.031, 7.267, 18.249], [-24.400, 6.417, 18.784], [-23.005, 8.390, 15.944], [-24.555, 9.131, 16.489], [-24.370, 8.937, 13.986], [-25.847, 8.343, 14.792], [-24.539, 5.674, 12.196], [-24.321, 7.425, 12.035], [-27.066, 6.399, 12.802], [-26.454, 6.451, 11.164], [-28.032, 9.771, 12.435], [-28.557, 8.093, 12.214], [-27.778, 8.858, 10.826], [-20.127, 3.520, 11.700], [-20.227, 4.221, 10.447], [-20.741, 3.403, 9.385], [-20.101, 3.685, 8.013], [-20.494, 4.985, 7.352], [-21.561, 5.127, 7.340], [-20.019, 5.755, 7.834], [-20.169, 5.116, 5.906], [-18.692, 5.497, 5.760], [-17.806, 4.528, 6.277], [-16.502, 4.583, 5.709], [-19.814, 4.186, 12.474], [-19.455, 2.682, 11.654], [-21.053, 3.075, 11.934], [-21.828, 3.584, 9.300], [-20.559, 2.356, 9.542], [-20.408, 2.937, 7.345], [-18.982, 3.658, 8.078], [-20.814, 5.857, 5.499], [-20.480, 4.171, 5.433], [-18.550, 6.459, 6.316], [-18.518, 5.766, 4.720], [-16.624, 4.778, 4.634], [-16.066, 3.545, 6.003], [-15.942, 5.339, 6.212], [-20.112, 9.318, 10.994], [-20.061, 8.182, 9.947], [-18.606, 7.744, 9.751], [-18.630, 6.522, 8.991], [-17.344, 5.911, 9.279], [-20.768, 7.069, 10.765], [-20.514, 6.068, 10.496], [-20.546, 7.104, 11.775], [-21.846, 7.040, 10.747], [-21.128, 9.659, 11.165], [-19.404, 10.155, 10.870], [-19.722, 8.855, 11.897], [-20.668, 8.422, 9.009], [-18.144, 7.652, 10.760], [-18.063, 8.629, 9.296], [-16.488, 6.600, 9.073], [-17.287, 5.065, 8.653], [-17.369, 5.556, 10.320], [-22.521, 13.381, 7.172], [-21.337, 12.451, 6.873], [-20.296, 12.414, 8.062], [-19.375, 11.369, 8.019], [-18.453, 11.551, 7.020], [-21.687, 11.109, 6.513], [-22.434, 10.754, 7.140], [-22.086, 11.019, 5.545], [-20.952, 10.419, 6.589], [-23.328, 13.258, 6.504], [-22.168, 14.441, 6.970], [-23.004, 13.129, 8.124], [-20.902, 12.942, 5.953], [-20.872, 12.144, 8.982], [-19.732, 13.363, 8.103], [-17.644, 10.754, 7.020], [-17.888, 12.542, 7.036], [-18.961, 11.346, 6.041], [-26.152, 7.830, 7.090], [-24.890, 8.667, 7.199], [-24.827, 9.365, 8.566], [-23.541, 9.987, 8.567], [-23.210, 10.304, 9.910], [-23.725, 7.818, 7.028], [-23.565, 7.298, 7.950], [-23.843, 7.054, 6.317], [-22.797, 8.255, 6.735], [-25.936, 6.985, 7.722], [-26.480, 7.563, 6.053], [-26.960, 8.311, 7.558], [-24.863, 9.439, 6.390], [-24.922, 8.572, 9.316], [-25.711, 10.041, 8.730], [-23.756, 11.090, 10.430], [-22.149, 10.656, 9.872], [-23.130, 9.425, 10.501], [-20.256, 8.324, 2.032], [-21.754, 8.671, 2.056], [-22.522, 8.324, 0.788], [-23.857, 8.252, 1.168], [-24.719, 7.632, 0.180], [-22.453, 8.017, 3.243], [-21.893, 8.118, 4.082], [-23.338, 8.476, 3.352], [-22.537, 7.005, 3.098], [-19.828, 8.752, 1.114], [-20.073, 7.273, 1.985], [-19.730, 8.834, 2.852], [-21.855, 9.792, 2.338], [-22.221, 7.392, 0.405], [-22.443, 9.062, 0.010], [-24.577, 6.521, 0.140], [-24.545, 8.063, -0.818], [-25.732, 7.836, 0.526], [-23.252, 4.515, 4.825], [-22.971, 5.513, 3.885], [-22.434, 3.416, 4.603], [-23.059, 5.114, 6.101], [-24.559, 4.054, 4.776], [-21.067, 7.403, 14.238], [-19.851, 7.137, 13.554], [-21.960, 8.230, 13.334], [-21.737, 6.144, 14.321], [-20.871, 7.924, 15.460], [-24.162, 10.860, 4.435], [-22.736, 11.243, 4.147], [-24.444, 11.477, 5.656], [-24.962, 11.328, 3.433], [-24.220, 9.496, 4.535], [-20.787, 8.466, 6.001], [-23.457, 6.080, 9.680]], "orbital_gap_ev": 10.487, "total_charge": 1, "homo_energy_ev": -11.94}

***

Number 1: LUMO level 0.46 eV, E -2099.18437 a.u.. Number 2: LUMO level -1.45 eV, E -4239.07150 a.u..